Record 1
DFT (the ωB97M-V functional and the def2-TZVPD basis) results for 3 unconnected molecules or ions with the total composition C4H8O2 at a distorted geometry.

Computed properties:
energy above the lowest of the compared OMol25 structures with the same formula, charge and spin: 73.1 kcal/mol
charge: 0
E_tot: -8370.1107 eV

CARTESIAN COORDINATES (ANGSTROEM)
C: -1.131 1.273 -1.040
O: -0.310 0.963 0.093
C: 0.936 0.478 -0.213
C: 1.761 -0.049 0.703
C: -0.910 -1.969 -0.486
O: -0.356 -2.943 -0.303
H: -2.025 1.781 -0.659
H: -0.583 1.926 -1.734
H: -1.439 0.352 -1.556
H: 1.224 0.608 -1.267
H: 2.787 -0.321 0.435
H: 1.510 -0.022 1.767
H: -0.468 -0.809 2.018
H: -0.996 -1.268 2.243

Record 2
DFT (the ωB97M-V functional and the def2-TZVPD basis) results for a molecular structure, C16H16N5S2V.

Computed properties:
charge: +2
spin multiplicity: 3
E_tot: -71645.2475 eV
⟨S²⟩: 2.033

CARTESIAN COORDINATES (ANGSTROEM)
V: -0.804 -0.456 -0.060
C: 1.638 4.336 0.680
C: 2.738 3.485 0.661
C: 2.575 2.120 0.499
C: 1.291 1.615 0.357
C: 0.185 2.458 0.381
C: 0.356 3.824 0.540
N: 1.018 0.224 0.180
N: 1.982 -0.584 0.160
C: 1.582 -1.904 0.010
C: 2.557 -2.902 -0.013
C: 2.144 -4.215 -0.137
C: 0.786 -4.512 -0.226
C: -0.183 -3.507 -0.201
C: 0.201 -2.179 -0.088
H: 1.781 5.401 0.805
H: 3.735 3.890 0.773
H: 3.423 1.450 0.480
H: -0.830 2.064 0.288
H: -0.500 4.486 0.552
H: 3.603 -2.637 0.071
H: 2.873 -5.013 -0.155
H: 0.477 -5.546 -0.311
H: -1.229 -3.784 -0.263
N: -4.028 -0.094 2.476
C: -2.777 0.322 2.512
N: -2.485 1.549 2.913
S: -1.488 -0.790 2.100
H: -4.795 0.466 2.823
H: -4.223 -1.054 2.237
H: -3.183 2.168 3.301
H: -1.517 1.806 3.034
S: -1.245 0.833 -4.298
C: -0.600 -0.748 -4.301
C: -0.507 -1.223 -3.040
N: -0.954 -0.339 -2.071
C: -1.374 0.792 -2.631
H: -0.324 -1.244 -5.216
H: -0.135 -2.191 -2.745
H: -1.764 1.633 -2.075

Record 3
DFT (the ωB97M-V functional and the def2-TZVPD basis) results for a molecular structure, C5H10N2 at a distorted geometry.

Computed properties:
energy above the lowest of the compared OMol25 structures with the same formula, charge and spin: 45.7 kcal/mol
charge: +2
E_tot: -8305.8852 eV

CARTESIAN COORDINATES (ANGSTROEM)
C: 1.121 -0.710 0.454
C: 1.284 0.332 -0.359
C: -1.019 -0.187 -0.104
C: -0.691 -2.009 1.574
C: 0.102 2.216 -1.448
N: -0.148 -1.015 0.650
N: 0.257 0.986 -0.757
H: 2.006 -1.164 0.915
H: 2.285 0.676 -0.626
H: -1.330 -0.584 -1.056
H: -1.776 0.471 0.328
H: -1.325 -2.602 0.919
H: -1.110 -1.257 2.241
H: -0.038 -2.741 2.016
H: -0.934 2.283 -1.847
H: 0.908 2.230 -2.183
H: 0.409 3.075 -0.716

Record 4
DFT (the ωB97M-V functional and the def2-TZVPD basis) results for a gas-phase ion, C5H13N2O (charge +1) at a distorted geometry.

Computed properties:
energy above the lowest of the compared OMol25 structures with the same formula, charge and spin: 55.7 kcal/mol
charge: +1
SMILES: C=NCC[C@H]([NH3+])CO
E_tot: -10415.7798 eV

CARTESIAN COORDINATES (ANGSTROEM)
C: 1.913 -2.827 -0.443
N: 1.448 -1.648 -0.196
C: 0.881 -1.413 1.108
C: 0.102 -0.025 1.200
C: -0.726 0.464 -0.017
N: 0.171 0.763 -1.155
C: -1.474 1.773 0.400
O: -1.980 2.411 -0.782
H: 2.449 -2.884 -1.427
H: 1.849 -3.700 0.311
H: 1.699 -1.497 1.836
H: 0.110 -2.082 1.495
H: 0.845 0.748 1.443
H: -0.576 -0.132 2.089
H: -1.534 -0.241 -0.364
H: 0.685 1.663 -0.928
H: 0.927 0.011 -1.351
H: -0.278 0.954 -1.957
H: -2.148 1.600 1.230
H: -0.828 2.460 0.872
H: -2.874 2.185 -1.029